This record from the Open Molecules 2025 dataset describes 2 unconnected molecules or ions with the total composition C5H10NO2. The level of theory is ωB97M-V with the def2-TZVPD basis set.

Structure (XYZ):
```
18
Properties=species:S:1:pos:R:3:mulliken_charge:R:1
C 1.0746 -1.5991 0.7741 -1.230
C 1.8534 -0.3325 0.6267 0.894
C 1.4415 0.8793 0.9951 -0.982
N 3.1444 -0.5092 0.0537 -0.594
H 1.7321 -2.4126 1.0977 0.421
H 0.5792 -1.8812 -0.1588 0.258
H 0.2710 -1.4625 1.4902 0.292
H 2.1139 1.7230 0.8728 0.247
H 0.3984 1.0832 1.1966 0.242
H 3.2333 -1.3129 -0.5478 0.218
H 3.4568 0.3347 -0.4061 0.232
O -1.7775 1.9668 0.1236 -0.734
C -2.0991 0.8203 -0.2600 0.626
O -1.5799 -0.2742 0.0604 -0.682
C -3.2596 0.7478 -1.2808 -0.964
H -3.7344 -0.2312 -1.2588 0.278
H -3.9905 1.5360 -1.0972 0.288
H -2.8576 0.9245 -2.2816 0.192
```

Summary:
lowest unoccupied orbital energy = 3.91 eV
highest occupied orbital energy = -4.02 eV
total charge = -1
gap between HOMO and LUMO = 0.2916 Eh


This record from the Open Molecules 2025 dataset describes 2 unconnected molecules or ions with the total composition C2H2N2O. The level of theory is ωB97M-V with the def2-TZVPD basis set.

Structure (XYZ):
```
7
Properties=species:S:1:pos:R:3:mulliken_charge:R:1
C -1.3027 0.4004 -0.1902 0.239
C -0.5973 0.3164 1.0669 0.130
N -1.7953 0.1587 -1.1652 -0.245
N 2.2329 -0.2904 -1.7516 -0.213
O 0.2650 1.0289 1.4668 -0.370
H -1.0602 -0.5939 1.6626 0.241
H 2.2577 -1.0202 -1.0893 0.218
```

Summary:
lowest unoccupied orbital energy (spin up / spin down) = -1.32 / -1.35 eV
highest occupied orbital energy (spin up / spin down) = -11.49 / -11.48 eV
gap between HOMO and LUMO (spin up / spin down) = 0.3737 / 0.3725 Eh


Record-wise strongest force on any atom values, in hartree/bohr: 0.009; 0.081